{"formula": "C49H40CsN3OP2S2", "method": "ωB97M-V/def2-TZVPD", "symbols": ["Cs", "S", "C", "S", "C", "C", "N", "C", "N", "C", "N", "C", "C", "C", "C", "C", "C", "C", "C", "H", "H", "H", "H", "H", "H", "H", "H", "H", "H", "H", "H", "O", "C", "C", "C", "C", "C", "C", "P", "C", "C", "C", "C", "C", "C", "C", "C", "C", "C", "C", "C", "C", "C", "C", "C", "C", "C", "P", "C", "C", "C", "C", "C", "C", "C", "C", "C", "C", "C", "C", "H", "H", "H", "H", "H", "H", "H", "H", "H", "H", "H", "H", "H", "H", "H", "H", "H", "H", "H", "H", "H", "H", "H", "H", "H", "H", "H", "H"], "coordinates": [[1.133, 0.396, 0.036], [2.320, 0.997, 3.237], [1.814, -0.585, 3.719], [0.604, -1.425, 2.806], [2.411, -1.230, 4.818], [3.425, -0.618, 5.602], [4.254, -0.184, 6.280], [2.064, -2.544, 5.205], [1.809, -3.614, 5.568], [-1.569, 3.496, 0.007], [-1.482, 2.057, 0.096], [-1.539, 1.632, 1.492], [-2.473, 1.340, -0.708], [-2.632, 1.777, -2.158], [-3.627, 2.731, -2.394], [-3.959, 3.158, -3.667], [-3.308, 2.592, -4.752], [-2.323, 1.644, -4.537], [-1.939, 1.234, -3.256], [-2.529, 3.890, 0.394], [-1.443, 3.823, -1.024], [-0.768, 3.937, 0.603], [-2.460, 1.980, 1.990], [-0.673, 2.025, 2.031], [-1.494, 0.545, 1.581], [-3.473, 1.446, -0.247], [-2.219, 0.279, -0.658], [-4.160, 3.136, -1.541], [-4.732, 3.904, -3.810], [-3.566, 2.884, -5.763], [-1.837, 1.205, -5.397], [1.164, -2.310, -3.137], [1.121, -3.678, -3.089], [0.507, -4.422, -4.089], [0.454, -5.799, -3.972], [1.001, -6.425, -2.860], [1.575, -5.664, -1.854], [1.654, -4.272, -1.938], [2.004, -3.211, -0.471], [3.509, -2.223, -0.853], [3.968, -1.457, 0.232], [5.036, -0.592, 0.070], [5.657, -0.480, -1.170], [5.209, -1.236, -2.243], [4.136, -2.107, -2.085], [2.799, -4.421, 0.660], [2.334, -4.531, 1.964], [2.974, -5.377, 2.868], [4.066, -6.123, 2.461], [4.546, -6.011, 1.157], [3.924, -5.153, 0.268], [1.198, -1.663, -4.362], [2.057, -2.108, -5.361], [2.158, -1.391, -6.540], [1.434, -0.217, -6.694], [0.616, 0.229, -5.667], [0.450, -0.494, -4.485], [-0.546, 0.039, -3.004], [-1.745, -1.497, -3.381], [-1.947, -2.369, -2.312], [-2.694, -3.536, -2.442], [-3.264, -3.858, -3.665], [-3.080, -3.006, -4.748], [-2.329, -1.846, -4.601], [0.774, 1.736, -3.101], [2.121, 1.392, -2.887], [3.145, 2.323, -2.865], [2.855, 3.670, -3.074], [1.539, 4.049, -3.283], [0.520, 3.094, -3.290], [0.047, -3.914, -4.926], [-0.037, -6.379, -4.744], [0.956, -7.502, -2.761], [1.951, -6.160, -0.970], [3.459, -1.510, 1.191], [5.359, 0.007, 0.913], [6.484, 0.208, -1.301], [5.682, -1.141, -3.213], [3.780, -2.689, -2.927], [1.523, -3.899, 2.315], [2.627, -5.400, 3.894], [4.567, -6.778, 3.165], [5.417, -6.576, 0.846], [4.314, -5.042, -0.738], [2.642, -3.005, -5.201], [2.823, -1.737, -7.323], [1.531, 0.372, -7.598], [0.139, 1.194, -5.765], [-1.477, -2.145, -1.357], [-2.813, -4.200, -1.593], [-3.839, -4.771, -3.777], [-3.518, -3.252, -5.710], [-2.184, -1.208, -5.468], [2.372, 0.343, -2.704], [4.165, 2.003, -2.677], [3.646, 4.411, -3.059], [1.300, 5.097, -3.440], [-0.498, 3.438, -3.455]], "forces_ev_per_a": [[0.224, -0.004, 0.312], [0.056, -0.104, 0.185], [-0.142, 0.138, -0.579], [-0.029, -0.094, 0.201], [0.118, 0.207, -0.028], [0.080, 0.006, 0.054], [0.000, 0.012, 0.014], [-0.161, -0.201, 0.097], [0.060, -0.017, -0.019], [0.022, 0.069, -0.043], [0.015, -0.085, -0.128], [0.022, 0.005, -0.136], [-0.018, 0.022, 0.045], [-0.080, 0.027, -0.006], [0.052, -0.038, 0.005], [-0.035, 0.031, 0.010], [0.008, -0.009, -0.045], [0.020, -0.011, 0.058], [-0.068, -0.004, -0.074], [-0.012, -0.014, -0.023], [-0.022, 0.012, 0.001], [-0.002, -0.010, 0.007], [-0.015, 0.001, -0.011], [-0.069, -0.001, 0.072], [-0.007, 0.009, -0.030], [0.023, -0.016, 0.038], [0.003, -0.040, -0.077], [-0.011, 0.010, -0.005], [0.000, 0.000, 0.003], [0.000, 0.000, 0.003], [0.015, -0.015, -0.020], [0.021, -0.031, -0.041], [0.014, 0.032, -0.015], [0.031, -0.017, 0.057], [-0.005, -0.016, -0.002], [-0.026, -0.012, -0.073], [0.007, 0.066, 0.059], [-0.113, 0.011, -0.067], [0.049, -0.197, 0.010], [-0.220, 0.028, 0.213], [-0.009, -0.040, -0.288], [-0.010, 0.002, 0.011], [0.027, 0.018, -0.023], [-0.029, -0.020, 0.010], [0.025, -0.001, -0.022], [0.067, 0.093, -0.069], [0.044, 0.041, 0.132], [0.006, -0.012, -0.011], [-0.002, -0.012, 0.025], [-0.019, 0.016, -0.005], [0.013, -0.046, 0.049], [0.008, -0.014, 0.044], [-0.061, 0.040, 0.072], [0.025, -0.001, -0.048], [0.018, -0.010, -0.015], [0.001, -0.041, 0.028], [-0.012, 0.025, -0.122], [0.270, 0.213, 0.162], [-0.011, -0.041, 0.117], [-0.030, -0.034, -0.040], [0.007, 0.016, 0.025], [-0.013, -0.018, -0.014], [-0.019, -0.020, 0.013], [0.002, 0.008, -0.005], [-0.006, -0.062, 0.028], [-0.227, -0.034, 0.018], [0.040, 0.066, -0.014], [0.033, 0.004, 0.025], [-0.022, 0.004, -0.002], [0.034, 0.058, 0.044], [0.006, 0.013, -0.001], [0.001, -0.007, 0.004], [0.003, 0.000, 0.006], [0.006, 0.002, 0.013], [0.018, -0.038, 0.067], [0.009, 0.004, -0.005], [-0.001, 0.000, 0.004], [0.008, 0.007, -0.001], [0.015, 0.012, -0.008], [-0.049, -0.016, -0.064], [-0.004, 0.001, -0.012], [0.004, 0.008, 0.002], [0.002, 0.000, -0.002], [-0.012, 0.003, 0.001], [0.006, -0.006, -0.009], [-0.003, 0.008, -0.005], [0.008, -0.007, -0.005], [-0.026, 0.007, 0.026], [0.014, 0.001, 0.004], [-0.005, -0.005, -0.002], [0.001, 0.004, -0.003], [0.001, 0.002, -0.004], [0.008, 0.009, -0.005], [0.052, 0.062, -0.141], [0.001, 0.007, -0.009], [0.002, -0.003, 0.002], [-0.007, -0.001, 0.001], [-0.013, -0.018, -0.004]], "orbital_gap_ev": 5.156, "homo_ev": -1.66, "lumo_ev": 3.492, "largest_force_ha_per_bohr": 0.012, "multiplicity": 1, "charge": -2}